{"formula": "C5H12S", "method": "ωB97M-V/def2-TZVPD", "symbols": ["S", "C", "C", "C", "C", "C", "H", "H", "H", "H", "H", "H", "H", "H", "H", "H", "H", "H"], "positions_angstrom": [[-0.65, 2.47, 0.29], [-1.99, 1.35, -0.23], [1.80, -1.52, 0.03], [-0.58, 2.40, 2.10], [1.13, -2.45, -2.13], [0.86, -1.53, -1.19], [2.38, -0.61, 0.14], [-2.25, 1.67, -1.24], [-1.54, 2.11, 2.53], [2.27, -2.47, 0.23], [0.05, 1.57, 2.43], [1.01, -1.55, 0.81], [-1.79, 0.28, -0.24], [0.32, -2.73, -2.81], [-2.85, 1.49, 0.43], [-0.10, -1.06, -1.04], [-0.17, 3.38, 2.33], [2.10, -2.79, -2.43]], "mulliken_charge": [-0.0568, -0.8664, -0.8621, -0.7350, -0.7906, 0.2371, 0.2635, 0.2832, 0.2649, 0.3586, 0.2426, 0.2255, 0.2557, 0.2596, 0.3379, 0.0237, 0.2658, 0.2925], "spin_multiplicity": 1, "gap_ev": 9.5, "relative_energy_kj_mol": 167.2, "charge": 0, "smiles": "C=CC.CSC"}